Formula: C2H14BeO7
Source: OMol25
Level of theory: ωB97M-V with the def2-TZVPD basis set

## Properties
**Frontier orbital gap**: 8.21 eV
**HOMO**: -8.777 eV

Each line ends with the Löwdin charge.
Positions of all 24 atoms, in Å:
H: 0.872 0.738 -1.655  0.098
H: 1.302 1.802 0.077  -0.067
H: -2.282 0.682 0.040  0.145
O: -0.509 -1.871 1.602  0.084
O: -0.612 -1.265 -1.026  -0.263
O: 0.029 0.530 2.980  -0.029
H: -1.903 0.685 -2.708  -0.002
H: -1.742 1.227 1.336  0.077
H: 0.546 -1.284 -2.669  0.111
O: -1.749 -0.184 -3.047  -0.091
H: 2.353 -0.004 -1.497  0.123
H: -0.304 1.431 2.954  0.053
H: -0.480 -1.447 2.473  0.078
H: 0.779 0.606 3.579  0.072
C: 0.687 -1.410 -1.605  -0.221
Be: -0.247 -0.677 0.359  0.047
O: 1.565 2.693 0.028  -0.046
H: -1.233 -0.701 -2.363  -0.021
O: 1.102 0.041 0.220  -0.247
O: -1.496 0.610 0.655  0.065
H: 1.945 2.827 0.900  0.029
H: -1.129 -2.612 1.731  0.129
C: 1.306 -0.110 -1.194  -0.260
H: 1.202 -2.306 -1.172  0.136